C3H6FN2O | ωB97M-V/def2-TZVPD

Results
Energy above the lowest of the compared OMol25 structures with the same formula, charge and spin = 333.4 kJ/mol
HOMO (spin up / spin down) = -14.702 / -14.701 eV
Largest force on an atom = 3.3 eV/A
E_LUMO (spin up / spin down) = -7.62 / -7.62 eV
Net charge = +1
Frontier orbital gap (spin up / spin down) = 0.2602 / 0.2601 hartree

```
13
Properties=species:S:1:pos:R:3:forces:R:3
C 0.846744 -0.020392 1.437357 2.7391 0.6152 1.6976
C -1.108224 -0.364041 0.132456 -1.0706 -0.2115 -1.2031
C 0.106743 -0.895528 -0.599279 -0.3973 -0.5214 -1.0920
N -0.581897 0.052374 1.418638 -1.4514 0.0656 -0.1983
N 1.170241 -0.550529 0.312050 -0.6099 0.0775 0.4898
O -1.250228 0.425212 2.321688 0.7421 -0.3060 -0.4805
F 0.771572 2.077889 -1.180991 0.0624 0.3383 -0.1057
H -1.546885 0.507945 -0.369993 0.1154 0.0095 0.1793
H -1.923555 -1.079740 0.280088 0.1637 0.0616 0.1279
H 0.074534 -1.978737 -0.769991 -0.0292 0.2002 0.1116
H 0.285158 -0.409946 -1.564297 -0.1299 -0.0095 0.1952
H 2.144555 -0.696420 0.063775 -0.0200 0.1002 0.1289
H 1.011242 2.931912 -1.481500 -0.1146 -0.4198 0.1493
```
Forces are in eV/Å.

---

C3H6FNO2 | ωB97M-V/def2-TZVPD

Results
Energy above the lowest of the compared OMol25 structures with the same formula, charge and spin = 360.0 kJ/mol
HOMO = -9.180 eV
Largest force on an atom = 6.4 eV/A
SMILES = C[C@]1(O)ON[C@H]1F
E_LUMO = 0.96 eV
Net charge = 0
Frontier orbital gap = 0.3725 hartree

```
13
Properties=species:S:1:pos:R:3:forces:R:3
C -1.402988 0.151038 0.481556 1.1351 -0.2822 -1.2269
C -0.059343 -0.348858 -0.372591 -3.4841 -0.5690 -0.1876
C 1.226925 -0.014010 0.238941 1.9115 -0.9680 -0.1546
N -1.432178 1.175858 -0.554833 -2.4082 1.3983 1.0060
O -0.434213 0.626108 -1.401640 0.0227 -1.1690 0.3619
O -0.098134 -1.672452 -0.869169 3.8056 1.8866 4.7633
F -2.451746 -0.768501 0.297794 0.6541 0.5773 0.6481
H -1.341856 0.518184 1.598283 -0.2706 -0.9055 -2.3059
H 1.233381 0.644975 1.128030 -0.2901 0.0967 -0.9899
H 1.796022 0.327348 -0.655336 0.2077 0.2514 1.0871
H 1.700787 -0.950602 0.578367 -0.1440 0.2779 -0.1415
H -2.386915 1.264520 -1.025139 1.8298 -0.4677 0.4924
H -0.594354 -1.929774 -1.567019 -2.9694 -0.1267 -3.3526
```
Forces are in eV/Å.